23
Properties=species:S:1:pos:R:3:forces:R:3:lowdin_charge:R:1 method="wB97M-V/def2-TZVPD" homo_lumo_gap_ev="7.428 / 7.426" relative_energy_ev=8.316 homo_energy_ev="-8.97 / -8.97" total_energy_ev=-37632.8073 e_lumo_ev="-1.55 / -1.55" total_charge=0 max_force_ev_per_a=4.6
C 1.775077 -2.936049 0.502751 -0.4097 0.3688 0.5193 -0.315
C 0.661804 -2.167348 0.843146 -0.3399 1.0685 0.0398 0.052
C 1.758636 0.286049 0.435798 -0.4583 0.2406 -0.0072 -0.554
C -2.169836 -0.170199 0.055578 -0.8784 1.2671 1.0407 -0.569
C -0.273093 -1.662742 -0.212535 3.9056 -1.1499 -2.0712 -0.311
C -3.992153 1.315879 0.621850 0.7673 -0.1438 3.5381 -0.080
C 3.696967 0.612078 -1.219342 -1.7586 3.3834 -0.7052 -0.214
N 2.824029 -3.424584 0.538825 0.4168 -0.4708 -0.4416 0.162
N -0.807501 -0.395190 0.071135 0.3849 1.0686 0.5566 -0.316
N -2.539705 1.129466 0.480844 1.2072 -0.9819 -0.4863 -0.047
O -2.959605 -1.047436 -0.252086 0.5331 0.6486 0.0122 0.067
O 2.782397 2.791588 0.178870 0.3807 0.1988 -0.3105 -0.557
S 0.278340 0.954338 0.279790 1.2842 -0.8561 -0.3170 1.061
S 3.224752 1.410298 0.419189 -1.6570 -1.8915 0.0433 0.804
H 0.331296 -1.647059 -1.252707 -1.7154 -0.0157 1.7547 0.168
H -0.996076 -2.474785 -0.214582 -0.6638 0.1310 -0.2874 0.141
H -4.217358 2.390624 0.568018 -0.3946 -0.6502 -0.7613 0.083
H -4.541800 0.522365 0.110599 0.1610 0.8704 -0.6859 0.081
H -4.191924 1.041080 1.716085 -0.1700 0.4798 -1.1448 0.100
H 4.740785 0.676445 -1.404215 0.9162 0.0214 0.1941 0.032
H 3.173249 1.425610 -1.845819 0.8779 -1.2610 0.4529 0.083
H 3.276414 -0.318854 -1.487704 -0.3503 -1.0745 0.2837 0.022
H -1.834685 1.688428 1.066501 -2.0391 -1.2516 -1.2172 0.110